1.
Below is a structure of composition C53H55BrFN4O3P2ScSi, with properties calculated with ωB97M-V/def2-TZVPD.

Values from the calculation:
HOMO level (alpha / beta): -4.0 / -4.0 eV
Energy above the lowest of the compared OMol25 structures with the same formula, charge and spin: 109.3 kcal/mol
F_max: 2.93 eV/Å
Total charge: 0

Atoms and positions in Å:
Sc 0.3449 0.0671 0.4389
O -0.8401 -0.0097 -4.6070
C 0.2705 0.7309 -4.8641
C 0.5316 1.1061 -6.1779
C 1.6392 1.8777 -6.4722
C 2.4965 2.2886 -5.4640
C 2.2439 1.9162 -4.1568
C 1.1439 1.1270 -3.8462
C 0.8938 0.6904 -2.4210
O -0.4910 1.0130 -2.0021
N 1.1722 -0.6852 -2.2887
N 1.0330 -1.2383 -0.9624
C 1.8936 -2.2857 -0.8288
C 1.7825 -3.3095 0.0853
Br 0.1524 -3.2203 1.1557
C 2.5664 -4.4162 0.3647
C 3.9121 -4.6882 -0.0095
C 4.8039 -3.7380 -0.5415
C 6.0998 -4.0823 -0.8626
C 6.5653 -5.3747 -0.6667
C 5.7122 -6.3239 -0.1175
C 4.4179 -5.9884 0.2074
H -0.9703 -0.0601 -3.6462
H -0.1459 0.7807 -6.9510
H 1.8340 2.1589 -7.4958
H 3.3555 2.9001 -5.6946
H 2.9136 2.2159 -3.3622
H 1.5457 1.2470 -1.7338
H 0.6603 -1.2679 -2.9544
H 2.6324 -2.4153 -1.6180
H 2.0892 -5.1847 0.9594
H 4.4783 -2.7149 -0.6541
H 6.7660 -3.3305 -1.2647
H 7.5784 -5.6391 -0.9331
H 6.0699 -7.3302 0.0587
H 3.7619 -6.7342 0.6360
C 3.6207 3.2699 2.0322
Si 3.5570 1.5002 1.2889
C 5.1933 0.5927 1.6734
C 3.6672 1.7812 -0.5936
N 2.1044 0.6643 1.6877
C 1.8845 0.2757 2.9695
C 2.7190 0.4960 4.0912
C 2.4259 -0.0186 5.3355
C 1.2986 -0.7988 5.5641
C 0.4205 -1.0015 4.5121
C 0.7220 -0.4374 3.2992
F -0.2163 -0.5801 2.2520
H 4.5399 3.7796 1.7570
H 3.5579 3.2622 3.1161
H 2.7935 3.8735 1.6642
H 6.0326 1.1205 1.2269
H 5.1773 -0.4113 1.2566
H 5.3931 0.4936 2.7351
H 4.6472 2.1766 -0.8461
H 2.9367 2.5118 -0.9359
H 3.5446 0.8501 -1.1421
H 3.6168 1.0789 3.9634
H 3.1101 0.1730 6.1508
H 1.1072 -1.2306 6.5348
H -0.4820 -1.5842 4.6175
N -0.5919 4.2272 0.7004
C -0.7775 3.0367 0.0946
O -0.2490 2.0118 0.5494
C -1.6243 3.0018 -1.1500
C -0.8292 2.3617 -2.2892
H -0.0219 4.2592 1.5318
H -1.0578 5.0672 0.4057
H -1.9447 3.9970 -1.4539
H -2.5079 2.3916 -0.9417
H 0.0900 2.9384 -2.4448
H -1.4183 2.4015 -3.2146
C -4.4488 0.4571 0.1653
P -2.6558 0.0763 0.5882
C -2.7532 -1.5702 -0.2360
C -2.9528 -2.8260 0.3179
C -3.1109 -3.9268 -0.5105
C -3.0617 -3.7962 -1.8869
C -2.8338 -2.5487 -2.4493
C -2.6840 -1.4494 -1.6276
C -2.8837 -0.0627 2.4090
C -2.2160 0.9086 3.1567
C -2.2747 0.9063 4.5363
C -3.0102 -0.0678 5.1917
C -3.7062 -1.0123 4.4578
C -3.6576 -1.0043 3.0724
P -4.9402 2.2490 0.2654
C -6.7755 2.1040 0.1080
C -7.5548 1.0637 0.6060
C -8.9331 1.1026 0.4938
C -9.5563 2.1695 -0.1326
C -8.7907 3.1979 -0.6581
C -7.4127 3.1641 -0.5342
C -4.8256 2.6064 2.0682
C -5.4423 1.8642 3.0690
C -5.3469 2.2622 4.3888
C -4.6420 3.4074 4.7259
C -4.0228 4.1530 3.7372
C -4.1173 3.7529 2.4161
H -5.0795 -0.1925 0.7772
H -4.5900 0.1913 -0.8882
H -2.9491 -2.9636 1.3878
H -3.2667 -4.8986 -0.0690
H -3.1938 -4.6597 -2.5215
H -2.7820 -2.4280 -3.5231
H -2.5256 -0.4643 -2.0551
H -1.6160 1.6514 2.6440
H -1.7243 1.6412 5.1046
H -3.0419 -0.0872 6.2720
H -4.2802 -1.7735 4.9658
H -4.2116 -1.7437 2.5136
H -7.1019 0.2063 1.0820
H -9.5230 0.2916 0.8997
H -10.6335 2.1948 -0.2137
H -9.2696 4.0245 -1.1648
H -6.8147 3.9681 -0.9439
H -6.0005 0.9735 2.8256
H -5.8298 1.6788 5.1601
H -4.5830 3.7202 5.7582
H -3.4785 5.0513 3.9966
H -3.6464 4.3349 1.6333


2.
Below is a structure of composition C53H57AlBrNO2P3, with properties calculated with ωB97M-V/def2-TZVPD.

Values from the calculation:
HOMO level: -9.3 eV
Energy above the lowest of the compared OMol25 structures with the same formula, charge and spin: 7.8 kcal/mol
F_max: 1.27 eV/Å
Total charge: +1

Atoms and positions in Å:
Al 0.1862 -0.0282 0.4520
O 1.9546 0.0496 -0.1617
P 3.1107 0.8213 -0.7446
C 2.7967 2.6316 -0.6142
P 1.0093 3.0724 -0.4851
O 0.1413 1.8731 -0.1901
C 0.5363 3.8955 -2.0273
C 1.1777 5.0692 -2.4123
C 0.7603 5.7360 -3.5485
C -0.3022 5.2490 -4.2951
C -0.9353 4.0762 -3.9171
C -0.5136 3.3986 -2.7858
C 0.9651 4.2858 0.8611
C 2.0331 5.1352 1.1358
C 1.9713 5.9914 2.2212
C 0.8400 6.0191 3.0221
C -0.2468 5.2156 2.7168
C -0.1866 4.3551 1.6346
C 3.4163 0.3434 -2.4543
C 4.1482 -0.8311 -2.6029
C 4.3927 -1.3318 -3.8658
C 3.9216 -0.6473 -4.9754
C 3.1966 0.5252 -4.8285
C 2.9264 1.0193 -3.5628
C 4.6377 0.5820 0.1846
C 4.5656 0.0739 1.4724
C 5.7268 -0.0939 2.2050
C 6.9509 0.2493 1.6562
C 7.0180 0.7757 0.3754
C 5.8633 0.9488 -0.3648
H 3.2859 3.1684 -1.4278
H 3.2746 2.9284 0.3240
H 1.9936 5.4606 -1.8222
H 1.2590 6.6428 -3.8533
H -0.6356 5.7846 -5.1704
H -1.7587 3.6941 -4.5013
H -0.9846 2.4808 -2.4813
H 2.9144 5.1403 0.5107
H 2.8083 6.6352 2.4475
H 0.8030 6.6761 3.8777
H -1.1386 5.2605 3.3241
H -1.0233 3.7216 1.3778
H 4.4918 -1.3483 -1.7175
H 4.9326 -2.2574 -3.9954
H 4.1195 -1.0383 -5.9612
H 2.8441 1.0465 -5.7051
H 2.3333 1.9153 -3.4385
H 3.5989 -0.1882 1.8752
H 5.6744 -0.4948 3.2027
H 7.8570 0.1080 2.2236
H 7.9705 1.0470 -0.0495
H 5.9043 1.3503 -1.3680
C -3.0233 -0.4613 2.7170
C -3.6409 0.1218 1.4489
C -4.9758 -0.5818 1.2225
P -2.3536 -0.0149 0.0833
C -2.9689 0.9820 -1.3944
C -2.2619 0.3689 -2.6058
C -4.4665 1.1281 -1.6545
C -2.4511 -1.7276 -0.4691
C -3.5963 -2.3252 -0.9905
C -3.6201 -3.6574 -1.3617
C -4.8531 -4.2940 -1.9302
C -2.4547 -4.4005 -1.1813
C -1.3013 -3.8178 -0.7119
C -1.2519 -2.4561 -0.3732
N -0.0875 -1.8353 0.0082
C 1.0152 -2.7154 0.1975
C 1.9108 -2.9572 -0.8494
C 1.5411 -2.5313 -2.2412
C 3.0678 -3.6807 -0.5972
C 3.3294 -4.2133 0.6570
C 4.6165 -4.9256 0.9436
C 2.3452 -4.1093 1.6317
C 1.1756 -3.3953 1.4101
C 0.0667 -3.4248 2.4199
H -3.6911 -0.3192 3.5640
H -2.0716 0.0045 2.9474
H -2.8645 -1.5318 2.5923
H -3.8099 1.2009 1.5769
H -4.8318 -1.6597 1.1803
H -5.4920 -0.2567 0.3272
H -5.6221 -0.3603 2.0700
H -2.5767 1.9934 -1.2069
H -2.7002 -0.6020 -2.8335
H -1.1996 0.2110 -2.3812
H -2.3597 1.0006 -3.4896
H -4.9240 0.1759 -1.9116
H -4.6168 1.7982 -2.5028
H -4.9809 1.5579 -0.7976
H -4.4902 -1.7361 -1.1213
H -5.5490 -3.5430 -2.2992
H -5.3621 -4.8844 -1.1675
H -4.5931 -4.9667 -2.7462
H -2.4557 -5.4519 -1.4318
H -0.4094 -4.4188 -0.6144
H 0.6085 -3.0223 -2.5264
H 2.3144 -2.8186 -2.9495
H 1.3710 -1.4549 -2.3057
H 3.7720 -3.8549 -1.4018
H 5.3182 -4.8167 0.1199
H 4.4312 -5.9855 1.1101
H 5.0788 -4.5231 1.8430
H 2.5001 -4.5881 2.5891
H 0.4449 -3.6842 3.4056
H -0.6626 -4.1793 2.1182
H -0.4592 -2.4731 2.4758
Br 0.3711 0.1475 7.1666
C 0.4831 0.2233 5.2614
C 1.2439 -0.7082 4.5766
C 1.2659 -0.6781 3.1926
C 0.5358 0.2545 2.4447
C -0.1650 1.2074 3.1913
C -0.2064 1.2050 4.5741
H 1.7871 -1.4665 5.1209
H 1.8504 -1.4251 2.6716
H -0.7198 1.9694 2.6604
H -0.7910 1.9338 5.1128


3.
Below is a structure of composition C53H57N2O9P2Tl, with properties calculated with ωB97M-V/def2-TZVPD.

Values from the calculation:
HOMO level (alpha / beta): -2.2 / -1.3 eV
Energy above the lowest of the compared OMol25 structures with the same formula, charge and spin: 4.0 kcal/mol
F_max: 0.84 eV/Å
Total charge: -2

Atoms and positions in Å:
Tl -0.1292 -1.1897 -1.4090
C -2.4941 3.5344 0.3067
N -1.6653 2.3588 0.0473
P -1.9833 0.8751 0.8600
C -3.6000 0.3104 0.2360
C -4.1544 0.7863 -0.9479
C -5.2975 0.1966 -1.4776
C -5.8891 -0.8788 -0.8295
C -5.3242 -1.3791 0.3398
C -4.1803 -0.7965 0.8632
C -2.3872 1.4632 2.5649
C -3.6623 1.6362 3.0968
C -3.8317 2.1153 4.3918
C -2.7278 2.4337 5.1718
C -1.4496 2.2675 4.6514
C -1.2855 1.7760 3.3643
P -0.0573 2.4263 -0.5876
C 0.8144 3.5343 0.6151
C 1.7635 2.9275 1.4399
C 2.4035 3.6495 2.4415
C 2.1072 4.9925 2.6277
C 1.1756 5.6142 1.8022
C 0.5396 4.8916 0.8012
C -0.2203 3.5549 -2.0314
C 0.8507 4.3604 -2.4240
C 0.7784 5.1227 -3.5825
C -0.3663 5.0900 -4.3688
C -1.4279 4.2743 -4.0003
C -1.3508 3.5049 -2.8470
H -3.5345 3.2277 0.4237
H -2.4385 4.2325 -0.5299
H -2.1879 4.0527 1.2194
H -3.6742 1.5982 -1.4816
H -5.6885 0.5562 -2.4216
H -6.7678 -1.3512 -1.2539
H -5.7527 -2.2453 0.8319
H -3.7149 -1.2281 1.7470
H -4.5341 1.4012 2.4978
H -4.8319 2.2428 4.7897
H -2.8620 2.8042 6.1821
H -0.5790 2.5042 5.2526
H -0.2820 1.6292 2.9765
H 2.0092 1.8781 1.2902
H 3.1389 3.1613 3.0706
H 2.6068 5.5578 3.4062
H 0.9454 6.6651 1.9372
H -0.1698 5.3933 0.1535
H 1.7580 4.3787 -1.8292
H 1.6234 5.7352 -3.8751
H -0.4222 5.6830 -5.2743
H -2.3131 4.2124 -4.6223
H -2.1599 2.8316 -2.5951
O -3.8614 0.5688 -4.1575
C -2.8126 0.1317 -3.7446
O -1.8795 0.4772 -3.0368
C -2.5762 -1.6107 -4.3577
O -2.5873 -1.6174 -5.5647
O -2.4190 -2.3289 -3.3941
O 2.1602 -3.0297 -0.9010
H 2.4572 -2.1628 -1.2555
H 1.8409 -2.8769 -0.0001
O 1.2035 -0.3163 1.4327
H 0.4680 0.2839 1.2569
H 0.7150 -1.1926 1.5148
C -1.3838 -5.4629 4.2130
O -0.3489 -4.5470 4.5018
C 0.7475 -4.5817 3.6928
C 1.1893 -5.7406 3.0733
C 2.3508 -5.7410 2.3028
C 3.0671 -4.5666 2.1562
C 2.6035 -3.3975 2.7464
C 1.4341 -3.3715 3.5031
N 0.9963 -2.1694 4.0603
C -0.3517 -1.7679 4.1439
C -1.4230 -2.2209 3.3359
C -2.7150 -2.2310 3.9196
C -3.8147 -2.8020 3.3052
C -3.6521 -3.3836 2.0421
C -2.4242 -3.3340 1.4030
C -1.2810 -2.7097 1.9715
O -0.2128 -2.5511 1.2681
H -2.2499 -5.1377 4.7853
H -1.1217 -6.4853 4.5073
H -1.6372 -5.4443 3.1486
H 0.6282 -6.6575 3.1903
H 2.6724 -6.6519 1.8124
H 3.9561 -4.5360 1.5368
H 3.1221 -2.4583 2.5724
H 1.6446 -1.4157 3.8902
H -0.5869 -1.1711 5.0220
H -2.8133 -1.8094 4.9174
H -4.7822 -2.8055 3.7958
H -4.4990 -3.8508 1.5483
H -2.3051 -3.7287 0.3987
C 3.7158 1.9512 -0.9756
C 4.6290 0.7188 -1.0558
C 4.2802 -0.2711 0.0632
C 4.5961 0.1436 -2.4638
C 5.7306 0.2796 -3.2563
C 5.7551 -0.1155 -4.5888
C 4.5822 -0.6314 -5.1295
C 3.4182 -0.7870 -4.3840
C 2.1726 -1.2749 -5.1039
C 1.0636 -0.2143 -5.0859
C 1.6736 -2.6361 -4.6080
C 3.4020 -0.4284 -2.9980
O 2.3454 -0.5589 -2.2386
H 3.7764 2.4353 0.0070
H 2.6822 1.6345 -1.1480
H 3.9850 2.6828 -1.7433
H 5.6579 1.0510 -0.8885
H 3.2226 -0.5311 0.0356
H 4.4973 0.1742 1.0431
H 4.8655 -1.1913 -0.0318
H 6.6222 0.7163 -2.8113
H 6.6498 -0.0070 -5.1902
H 4.5609 -0.9174 -6.1788
H 2.4631 -1.4130 -6.1490
H 0.7710 0.0214 -4.0632
H 0.1795 -0.5614 -5.6294
H 1.4130 0.7115 -5.5519
H 1.4097 -2.6018 -3.5540
H 2.4525 -3.3961 -4.7162
H 0.7908 -2.9536 -5.1736


4.
Below is a structure of composition C53H59BaClF3NO6S3Si4Te, with properties calculated with ωB97M-V/def2-TZVPD.

Values from the calculation:
HOMO level: -1.8 eV
Energy above the lowest of the compared OMol25 structures with the same formula, charge and spin: 20.4 kcal/mol
F_max: 3.27 eV/Å
Total charge: -2

Atoms and positions in Å:
Ba -0.8012 -1.6536 1.2566
S -0.8850 -6.6760 3.1022
C 0.6746 -6.5840 2.4075
C 0.9137 -5.3518 1.8774
C -0.1456 -4.3801 2.0031
C -1.1916 -4.9990 2.6423
C -2.5239 -4.4427 2.9229
C -3.5065 -5.1728 3.6126
C -4.7537 -4.6240 3.8150
C -5.0239 -3.3459 3.3424
C -4.0052 -2.6770 2.6882
N -2.7988 -3.2050 2.4745
H 1.3320 -7.4423 2.4233
H 1.8544 -5.1356 1.3822
H -3.2800 -6.1653 3.9782
H -5.5144 -5.1901 4.3411
H -5.9877 -2.8734 3.4753
H -4.1556 -1.6757 2.2975
C 5.1960 3.5709 -4.4023
C 3.9523 3.0518 -3.7320
C 3.9432 1.8148 -3.1027
C 2.8002 1.3419 -2.4656
C 1.6560 2.1173 -2.4794
C 1.6415 3.3655 -3.0871
C 2.7871 3.8215 -3.7123
S 0.1847 1.5538 -1.6197
O -0.5178 2.7933 -1.1959
C -0.6603 0.9709 -3.1242
C 0.0657 0.1040 -3.9819
C -0.4550 -0.2775 -5.1737
C -1.7401 0.1716 -5.5761
C -2.2860 -0.1891 -6.8314
C -3.5400 0.2125 -7.1911
C -4.3102 0.9881 -6.2974
C -3.8071 1.3469 -5.0794
C -2.5006 0.9584 -4.6875
C -1.9454 1.3412 -3.4176
C -2.8111 2.1053 -2.4673
C -3.0501 3.4976 -2.6533
C -2.4565 4.2212 -3.7183
C -2.6867 5.5575 -3.8722
C -3.5216 6.2467 -2.9626
C -4.0982 5.5745 -1.9250
C -3.8785 4.1853 -1.7424
C -4.4508 3.4828 -0.6496
C -4.2219 2.1516 -0.4838
C -3.4119 1.4696 -1.4188
S -3.1358 -0.2855 -1.0799
O -3.9372 -0.6000 0.1475
C -4.0674 -0.9616 -2.4446
C -3.4179 -1.7592 -3.3674
C -4.1586 -2.3166 -4.4057
C -5.5202 -2.0860 -4.5229
C -6.3083 -2.6617 -5.6676
C -6.1531 -1.2906 -3.5636
C -5.4363 -0.7306 -2.5244
H 6.0043 2.8417 -4.3490
H 5.5458 4.4907 -3.9286
H 5.0119 3.7948 -5.4555
H 4.8470 1.2160 -3.0844
H 2.8112 0.3938 -1.9404
H 0.7407 3.9661 -3.0345
H 2.7864 4.7977 -4.1866
H 1.0380 -0.2534 -3.6729
H 0.0985 -0.9456 -5.8230
H -1.6873 -0.8016 -7.4964
H -3.9513 -0.0743 -8.1515
H -5.3130 1.2908 -6.5740
H -4.4118 1.9275 -4.3945
H -1.8067 3.6972 -4.4089
H -2.2204 6.0949 -4.6891
H -3.6928 7.3092 -3.0856
H -4.7296 6.0909 -1.2108
H -5.0537 4.0277 0.0675
H -4.6030 1.5961 0.3625
H -2.3520 -1.9513 -3.2778
H -3.6545 -2.9409 -5.1352
H -5.7010 -3.3480 -6.2581
H -6.6610 -1.8703 -6.3345
H -7.1860 -3.2066 -5.3134
H -7.2210 -1.1120 -3.6383
H -5.9239 -0.1248 -1.7697
O -0.9693 1.9850 3.0119
Cl -1.7820 0.9590 2.4690
O -3.1709 1.3059 2.5220
O -1.5763 -0.3156 3.1784
O -1.4035 0.6689 1.0733
F -1.6526 -3.0789 -1.3378
C -0.4385 -2.7376 -2.0327
F 0.0088 -1.6586 -1.0377
F 0.3781 -3.7513 -1.6442
C 6.9412 0.9283 4.4115
Si 5.7417 0.6321 2.9772
C 6.5088 -0.6983 1.8827
C 5.7021 2.2166 1.9664
Si 3.5762 -0.0166 3.5822
Te 2.1089 0.2742 1.6648
Si 2.8764 1.3270 5.3407
C 1.0936 0.9805 5.8018
C 3.0016 3.1369 4.8436
C 3.9303 1.0806 6.8951
Si 3.7906 -2.2058 4.3514
C 2.3161 -2.7184 5.3995
C 5.3340 -2.3932 5.4341
C 3.9237 -3.3946 2.9123
H 7.9420 1.1207 4.0084
H 7.0041 0.0715 5.0857
H 6.6429 1.7974 5.0039
H 7.4649 -0.3561 1.4718
H 5.8335 -0.9256 1.0538
H 6.6840 -1.6272 2.4315
H 6.6896 2.4081 1.5315
H 5.4193 3.0770 2.5778
H 4.9646 2.1288 1.1656
H 0.4482 1.0660 4.9253
H 0.7594 1.7057 6.5520
H 0.9671 -0.0251 6.2101
H 2.3924 3.3245 3.9564
H 4.0307 3.4223 4.6076
H 2.6438 3.7746 5.6592
H 3.7258 0.1103 7.3563
H 3.6871 1.8603 7.6259
H 5.0019 1.1295 6.6873
H 2.2511 -2.1397 6.3250
H 2.3973 -3.7790 5.6597
H 1.3827 -2.5793 4.8486
H 5.4199 -1.5970 6.1776
H 6.2439 -2.3826 4.8274
H 5.2902 -3.3518 5.9629
H 2.9339 -3.5678 2.4872
H 4.3257 -4.3590 3.2419
H 4.5566 -3.0030 2.1135


Q: Which of these has the highest total charge?
A: C53H57AlBrNO2P3